(1)
Density functional theory data (ωB97M-V/def2-TZVPD) for a structure of composition C51H46BrNO3PPtSSb2.

Calculated values
HOMO (eV): -15.7
Energy above the lowest of the compared OMol25 structures with the same formula, charge and spin (kJ/mol): 7.09
Strongest force on any atom (eV Å⁻¹): 0.1
Frontier orbital gap (eV): 8.1672
DFT total energy (Ha): -6164.02038
E_LUMO (eV): -7.571

The geometry in ORCA input format:
```
! RIJCOSX wB97M-V def2-TZVPD def2/J DEFGRID3
* xyz 3 1
Pt -0.748 -1.760 -0.396
C 0.202 -7.061 -0.805
C 0.238 -5.864 0.097
C 0.619 -5.961 1.437
C 0.626 -4.840 2.243
C 0.249 -3.626 1.695
Br 0.258 -2.081 2.764
N -0.123 -3.510 0.420
C -0.128 -4.614 -0.358
H 1.168 -7.567 -0.814
H -0.051 -6.787 -1.827
H -0.537 -7.781 -0.452
H 0.909 -6.920 1.849
H 0.917 -4.891 3.282
H -0.454 -4.463 -1.379
C -0.150 4.349 1.003
C 0.473 3.988 2.365
C 0.817 2.513 2.625
Sb 2.078 1.835 1.044
C 2.151 -0.096 0.223
C 3.053 -1.004 0.741
C 3.212 -2.253 0.124
C 2.493 -2.566 -1.007
C 1.580 -1.641 -1.547
C 1.408 -0.403 -0.928
C 4.040 2.353 1.528
C 5.011 2.301 0.528
C 6.302 2.715 0.808
C 6.621 3.179 2.079
C 5.654 3.231 3.074
C 4.356 2.822 2.801
Sb 1.221 3.881 -0.562
C 2.812 5.226 -0.605
C 3.166 5.959 0.525
C 4.254 6.814 0.460
C 4.979 6.931 -0.720
C 4.619 6.199 -1.844
C 3.532 5.339 -1.793
C 0.617 3.415 -2.499
C -0.507 4.029 -3.037
C -0.830 3.779 -4.362
C -0.044 2.926 -5.125
C 1.077 2.317 -4.576
C 1.418 2.561 -3.253
H -0.361 5.416 0.950
H -1.058 3.790 0.782
H -0.249 4.282 3.132
H 1.360 4.600 2.547
H -0.057 1.872 2.633
H 1.362 2.413 3.561
H 3.662 -0.760 1.604
H 3.930 -2.956 0.526
H 2.653 -3.512 -1.507
H 1.114 -1.833 -2.506
H 0.792 0.346 -1.406
H 4.771 1.938 -0.466
H 7.060 2.677 0.038
H 7.631 3.501 2.295
H 5.910 3.586 4.062
H 3.614 2.865 3.589
H 2.602 5.890 1.447
H 4.531 7.398 1.327
H 5.823 7.605 -0.766
H 5.178 6.306 -2.764
H 3.242 4.785 -2.679
H -1.136 4.682 -2.446
H -1.699 4.252 -4.799
H -0.301 2.743 -6.159
H 1.694 1.666 -5.180
H 2.305 2.099 -2.832
O -2.021 2.287 -1.044
S -1.804 1.059 -0.339
O -1.508 -0.078 -1.296
O -0.742 1.132 0.662
C -3.316 0.610 0.469
C -4.104 1.678 0.875
C -5.310 1.450 1.522
C -5.731 0.153 1.752
C -4.948 -0.914 1.336
C -3.730 -0.709 0.690
P -2.884 -2.205 0.089
C -3.762 -2.770 -1.373
C -5.023 -3.355 -1.224
C -5.736 -3.749 -2.342
C -5.198 -3.564 -3.610
C -3.947 -2.986 -3.762
C -3.226 -2.586 -2.646
C -3.075 -3.452 1.369
C -3.136 -4.800 1.009
C -3.189 -5.776 1.992
C -3.181 -5.414 3.333
C -3.116 -4.074 3.695
C -3.059 -3.093 2.718
H -3.784 2.687 0.656
H -5.922 2.287 1.830
H -6.672 -0.037 2.250
H -5.296 -1.921 1.524
H -5.445 -3.517 -0.240
H -6.710 -4.204 -2.225
H -5.759 -3.875 -4.482
H -3.532 -2.844 -4.750
H -2.258 -2.117 -2.770
H -3.167 -5.086 -0.035
H -3.260 -6.818 1.711
H -3.240 -6.177 4.098
H -3.122 -3.794 4.740
H -3.015 -2.051 3.008
*
```

(2)
Density functional theory data (ωB97M-V/def2-TZVPD) for an isolated molecule of C3H7NO.

Calculated values
SMILES string: CNC(C)=O
HOMO (eV): -9.7
Energy above the lowest of the compared OMol25 structures with the same formula, charge and spin (kJ/mol): 54.87
Strongest force on any atom (eV Å⁻¹): 0.5
Frontier orbital gap (eV): 10.5354
DFT total energy (Ha): -248.50559
E_LUMO (eV): 0.873

The geometry in ORCA input format:
```
! RIJCOSX wB97M-V def2-TZVPD def2/J DEFGRID3
* xyz 0 1
C -1.735 0.047 -0.238
N -0.636 -0.074 0.711
C 0.559 -0.536 0.172
C 1.722 0.408 0.376
O 0.622 -1.535 -0.515
H -1.491 0.786 -1.018
H -2.638 0.375 0.279
H -1.909 -0.914 -0.720
H -0.516 0.762 1.266
H 1.527 1.259 -0.292
H 2.660 -0.058 0.083
H 1.779 0.804 1.395
*
```

(3)
Density functional theory data (ωB97M-V/def2-TZVPD) for a structure of composition C5H12NOP.

Calculated values
HOMO (eV): -8.5
Energy above the lowest of the compared OMol25 structures with the same formula, charge and spin (kJ/mol): 229.34
Strongest force on any atom (eV Å⁻¹): 3.8
Frontier orbital gap (eV): 9.0030
DFT total energy (Ha): -668.93790
E_LUMO (eV): 0.515

The geometry in ORCA input format:
```
! RIJCOSX wB97M-V def2-TZVPD def2/J DEFGRID3
* xyz 0 1
C 0.105 -0.068 -0.856
C -0.701 1.444 2.066
C 1.559 -0.288 1.013
C -0.893 0.124 1.399
C 0.220 -0.081 0.483
N 0.916 -0.974 -3.465
O -1.078 0.143 -1.555
P -0.624 -1.168 -3.349
H 0.923 -0.256 -1.569
H -1.705 1.716 2.252
H -0.165 2.151 1.416
H -0.228 1.183 3.016
H 1.620 -1.035 1.684
H 2.112 0.528 1.544
H 2.288 -0.531 0.240
H -2.007 0.140 1.134
H -0.930 -0.611 2.194
H 1.112 -0.474 -4.295
H -1.874 0.322 -0.979
H -0.648 -2.264 -2.373
*
```

(4)
Density functional theory data (ωB97M-V/def2-TZVPD) for an isolated molecule of C4H8O2.

Calculated values
SMILES string: C[C@H]1OC[C@H]1O
HOMO (eV): -9.8
Energy above the lowest of the compared OMol25 structures with the same formula, charge and spin (kJ/mol): 182.97
Strongest force on any atom (eV Å⁻¹): 0.4
Frontier orbital gap (eV): 10.7507
DFT total energy (Ha): -307.64274
E_LUMO (eV): 0.901

The geometry in ORCA input format:
```
! RIJCOSX wB97M-V def2-TZVPD def2/J DEFGRID3
* xyz 0 1
C -0.137 -0.663 1.488
C -0.200 0.601 0.650
O 1.102 1.105 0.247
C 0.935 0.556 -1.060
C -0.565 0.368 -0.837
O -1.133 -0.842 -1.250
H 0.339 -1.487 0.944
H 0.437 -0.483 2.401
H -1.143 -0.998 1.767
H -0.740 1.398 1.171
H 1.434 -0.425 -1.132
H 1.285 1.198 -1.874
H -1.187 1.171 -1.240
H -0.426 -1.499 -1.274
*
```

(5)
Density functional theory data (ωB97M-V/def2-TZVPD) for a cluster of 17 separate species, C9H50NO17 in total.

Calculated values
HOMO (eV): -3.3
Energy above the lowest of the compared OMol25 structures with the same formula, charge and spin (kJ/mol): 187.82
Strongest force on any atom (eV Å⁻¹): 2.3
Frontier orbital gap (eV): 4.6973
DFT total energy (Ha): -1706.69557
E_LUMO (eV): 1.420

The geometry in ORCA input format:
```
! RIJCOSX wB97M-V def2-TZVPD def2/J DEFGRID3
* xyz -1 1
C -17.599 3.167 -0.685
C -17.350 2.134 -1.832
C -18.670 2.157 -2.784
C -18.654 3.275 -3.754
C -17.300 3.419 -4.540
C -16.044 3.492 -3.615
N -16.136 2.303 -2.680
O -14.906 1.859 -2.115
C -15.858 4.871 -2.967
C -14.874 3.302 -4.649
C -17.434 0.672 -1.178
H -17.423 4.183 -1.038
H -16.822 3.114 0.078
H -18.615 3.221 -0.296
H -19.584 2.219 -2.192
H -18.755 1.233 -3.355
H -18.989 4.211 -3.306
H -19.425 2.961 -4.457
H -17.311 4.257 -5.236
H -17.228 2.565 -5.214
H -15.074 5.495 -3.397
H -15.639 4.743 -1.907
H -16.781 5.446 -2.905
H -13.952 3.424 -4.082
H -14.722 3.970 -5.497
H -14.853 2.269 -4.998
H -17.554 -0.036 -1.997
H -18.297 0.550 -0.523
H -16.501 0.504 -0.640
O -17.692 6.504 0.899
H -16.836 6.289 0.528
H -18.188 6.866 0.165
O -14.363 -0.478 -0.003
H -13.548 -0.027 0.217
H -14.732 0.031 -0.725
O -17.956 7.661 -1.582
H -18.365 8.446 -1.219
H -17.306 7.994 -2.201
O -20.126 5.750 -1.929
H -19.703 6.608 -1.914
H -19.423 5.139 -2.151
O -14.754 -0.480 -5.570
H -14.675 0.117 -6.314
H -15.399 -0.066 -4.997
O -12.311 1.207 0.057
H -12.911 1.802 -0.393
H -11.440 1.556 -0.131
O -22.128 5.128 -3.832
H -21.326 5.264 -3.328
H -22.791 4.911 -3.176
O -22.189 1.741 -3.224
H -21.594 2.482 -3.105
H -22.887 2.082 -3.782
O -14.384 6.645 1.119
H -13.464 6.541 1.364
H -14.562 5.908 0.535
O -18.878 4.464 2.333
H -18.062 3.977 2.446
H -18.606 5.312 1.984
O -14.656 7.109 -6.003
H -15.271 6.994 -5.277
H -13.798 7.169 -5.583
O -21.564 0.715 0.659
H -20.787 0.346 1.079
H -22.085 -0.047 0.406
O -21.976 1.419 -6.438
H -21.715 2.325 -6.274
H -22.888 1.481 -6.724
O -21.739 3.958 -6.319
H -22.619 3.608 -6.459
H -21.795 4.421 -5.483
O -13.938 3.747 0.189
H -14.483 3.370 -0.502
H -14.522 3.820 0.943
O -12.615 0.647 -3.600
H -13.132 0.258 -4.306
H -13.262 1.059 -3.028
*
```

(6)
Density functional theory data (ωB97M-V/def2-TZVPD) for an isolated molecule of C3H5NO2.

Calculated values
HOMO (eV): -9.7
Energy above the lowest of the compared OMol25 structures with the same formula, charge and spin (kJ/mol): 304.90
Strongest force on any atom (eV Å⁻¹): 1.4
Frontier orbital gap (eV): 8.7990
DFT total energy (Ha): -322.45820
E_LUMO (eV): -0.878

The geometry in ORCA input format:
```
! RIJCOSX wB97M-V def2-TZVPD def2/J DEFGRID3
* xyz 0 1
O -1.823 -1.703 -1.033
C -0.869 -1.043 -0.669
N -0.970 -0.227 0.493
C 0.039 0.763 0.466
C 1.332 0.155 0.207
O 0.332 -0.923 -1.209
H -1.912 0.082 0.683
H 0.156 1.206 -0.552
H -0.068 1.602 1.158
H 1.671 -0.839 0.392
H 2.112 0.926 0.066
*
```